# C7H14N2S

2 unconnected molecules or ions with the total composition C7H14N2S (the ωB97M-V functional and the def2-TZVPD basis, the OMol25 dataset).

The geometry in ORCA input format:
```
! wB97M-V def2-TZVPD RIJCOSX def2/J DEFGRID3
* xyz 0 1
C 1.17081 0.07176 -1.42531
C 1.09267 -0.45777 -0.05897
C 2.36652 -1.30696 0.40277
C 1.08817 0.71937 0.99390
C -0.11402 -1.29495 0.13866
C -1.22594 -1.75210 0.29425
S -2.76206 -2.50846 0.31592
H 1.99865 0.65180 -1.70256
H 1.18728 -0.74790 -2.12029
H 0.21621 0.65236 -1.66858
H 2.70492 -2.02060 -0.51333
H 1.94209 -1.81982 1.29877
H 3.22119 -0.60681 0.64508
H 1.69225 1.47203 0.49002
H 1.59928 0.41958 2.03262
H 0.11580 1.19030 1.39884
H -2.79101 -2.51847 1.71340
C -3.39367 1.03876 0.57750
N -2.57331 1.80736 0.05321
N -2.36342 1.78278 -1.23559
H -3.56294 1.13524 1.64097
H -4.09487 0.43228 -0.10731
H -2.99986 1.35599 -1.98322
H -1.64228 2.26541 -1.60230
*
```

Highest occupied orbital energy: -8.5 eV
Energy relative to the best compared isomer or geometry (same formula, charge and spin): 489.96 kJ/mol
E: -782.644614 a.u.
LUMO level: 0.68 eV
SMILES string: CC(C)(C)C#CS.C=NN



# C23H17Cl2NO2STc

A molecular structure, C23H17Cl2NO2STc (the ωB97M-V functional and the def2-TZVPD basis, the OMol25 dataset).

The geometry in ORCA input format:
```
! wB97M-V def2-TZVPD RIJCOSX def2/J DEFGRID3
* xyz 2 4
Tc -0.08040 0.47120 0.19660
Cl 0.74460 -0.04300 5.12610
C 1.89860 0.03080 3.88150
C 3.26420 -0.06410 4.16670
C 4.23180 -0.05230 3.17700
Cl 5.87610 -0.18730 3.58780
C 3.85710 0.07740 1.80320
C 4.72650 0.04940 0.69880
C 4.19770 0.20000 -0.56730
C 2.83330 0.42800 -0.73620
N 1.97730 0.44830 0.28220
C 2.48330 0.23740 1.52870
C 1.48430 0.17980 2.54200
O 0.26400 0.26340 2.11050
H 3.57160 -0.16230 5.19710
H 5.78440 -0.09190 0.84740
H 4.83620 0.16580 -1.43460
H 2.41350 0.60260 -1.71890
C -1.98840 -2.22480 1.05310
C -2.67060 -0.98950 0.55800
O -1.96790 -0.00920 0.21100
C -4.10970 -0.92090 0.49380
C -4.72170 0.19780 -0.11280
C -6.09370 0.29170 -0.17350
C -6.88350 -0.71510 0.37480
C -6.29420 -1.81740 0.98810
C -4.92400 -1.92930 1.04500
H -0.90960 -2.15740 0.88880
H -2.36830 -3.11260 0.55220
H -2.16590 -2.33560 2.12280
H -4.09390 0.96700 -0.53880
H -6.55490 1.14600 -0.64480
H -7.95770 -0.63970 0.32580
H -6.91370 -2.58650 1.42440
H -4.48190 -2.78410 1.53290
S -0.12520 2.28830 -1.20290
C -0.07700 3.94160 -0.62200
C 1.16090 4.53880 -0.37150
C 1.20590 5.83760 0.09340
C 0.03110 6.55370 0.28730
C -1.19610 5.96480 0.00940
C -1.25920 4.66610 -0.45750
H 2.06920 3.98780 -0.55560
H 2.16200 6.29560 0.29030
H 0.07380 7.57180 0.64530
H -2.10910 6.52110 0.15190
H -2.21010 4.21700 -0.69440
*
```

Highest occupied orbital energy (spin up / spin down): -13.8 / -13.9 eV
E: -2490.681847 a.u.
LUMO level (spin up / spin down): -9.12 / -8.35 eV
⟨S²⟩: 4.07



# C44H40AsN2O2RbSe4

A molecular structure, C44H40AsN2O2RbSe4 (the ωB97M-V functional and the def2-TZVPD basis, the OMol25 dataset).

The geometry in ORCA input format:
```
! wB97M-V def2-TZVPD RIJCOSX def2/J DEFGRID3
* xyz -2 1
Rb 1.01024 -1.28709 0.57404
C 4.96797 -0.64921 -1.98030
C 4.52732 -0.35714 -0.57314
C 4.75689 -1.28387 0.44148
C 4.39217 -1.01300 1.75541
C 4.65123 -2.02475 2.83964
C 3.77122 0.20198 2.04739
C 3.48945 1.12583 1.04682
C 2.74044 2.39717 1.34321
C 3.87760 0.83091 -0.25832
H 4.18659 -1.18210 -2.52630
H 5.85070 -1.28908 -1.98522
H 5.20069 0.27456 -2.51600
H 5.20888 -2.24112 0.20455
H 5.40388 -2.74639 2.52657
H 3.74877 -2.59998 3.05961
H 4.97474 -1.53572 3.76151
H 3.50170 0.43373 3.07403
H 3.09038 3.21948 0.71584
H 2.84920 2.68585 2.39008
H 1.67298 2.25896 1.14640
H 3.68574 1.56379 -1.03814
C 0.77344 -4.82075 1.00931
O -0.04488 -3.73799 1.47912
C -1.37941 -3.86680 1.34852
C -1.99116 -5.04114 0.91121
C -3.37346 -5.12902 0.83711
C -4.17038 -4.05321 1.19489
C -3.56426 -2.87637 1.61104
C -2.18364 -2.76515 1.69335
N -1.55244 -1.49864 1.99432
N -2.31672 -0.76107 2.66151
C -2.01076 0.58202 2.86723
C -1.12704 1.35179 2.05491
O -0.35799 0.89384 1.17005
C -1.17690 2.80168 2.25038
C -1.94816 3.38724 3.18662
C -2.80319 2.61379 4.03829
C -3.59459 3.22786 5.02402
C -4.42636 2.49167 5.83065
C -4.47350 1.09759 5.65486
C -3.70384 0.47523 4.70547
C -2.83760 1.21271 3.85854
H 0.59768 -5.70986 1.62196
H 1.80851 -4.50992 1.12789
H 0.57365 -5.00698 -0.04305
H -1.37968 -5.87423 0.60247
H -3.82103 -6.04610 0.47254
H -5.24932 -4.11208 1.11943
H -4.15013 -2.00049 1.85784
H -0.52640 3.38189 1.60632
H -1.93926 4.46670 3.30996
H -3.53764 4.30679 5.13031
H -5.03333 2.97294 6.58782
H -5.12499 0.50030 6.28326
H -3.74496 -0.59801 4.58543
Se 4.51314 -5.03299 0.22486
Se 3.17255 -5.26817 -1.69635
Se 2.21325 -3.16532 -2.29726
Se -0.12372 -3.03290 -1.96501
C 1.71175 -0.40098 -6.13528
C 0.34923 -0.44802 -5.87908
C -0.15133 -0.05917 -4.64399
C 0.70498 0.39597 -3.64837
C 2.07472 0.40250 -3.90328
C 2.57855 0.01928 -5.13784
As 0.16086 0.79878 -1.80255
C -1.77865 0.63487 -1.98877
C -2.53203 1.43353 -2.84509
C -3.90137 1.24326 -2.96251
C -4.52814 0.24561 -2.22593
C -3.78427 -0.55596 -1.37362
C -2.41360 -0.35809 -1.25204
C 0.28446 2.76524 -1.84123
C -0.67599 3.54572 -1.20344
C -0.52002 4.92216 -1.09656
C 0.60211 5.54319 -1.62519
C 1.57020 4.77414 -2.25627
C 1.41423 3.39851 -2.35661
H 2.09851 -0.72675 -7.09329
H -0.33242 -0.82174 -6.63397
H -1.21148 -0.15120 -4.44962
H 2.77230 0.65476 -3.11269
H 3.64981 0.01035 -5.30088
H -2.04541 2.20842 -3.42764
H -4.47758 1.87053 -3.63306
H -5.59721 0.09354 -2.31961
H -4.25595 -1.34431 -0.80031
H -1.84507 -0.99472 -0.58838
H -1.54860 3.07515 -0.76671
H -1.27999 5.50511 -0.58919
H 0.72475 6.61642 -1.54098
H 2.45593 5.24268 -2.66960
H 2.18241 2.82150 -2.85541
*
```

Highest occupied orbital energy (spin up / spin down): 1.3 / -0.9 eV
Energy relative to the best compared isomer or geometry (same formula, charge and spin): 186.10 kJ/mol
E: -13826.307844 a.u.
LUMO level (spin up / spin down): 2.04 / 3.45 eV



# C45H41HgNO3Sb2Si

A molecular structure, C45H41HgNO3Sb2Si (the ωB97M-V functional and the def2-TZVPD basis, the OMol25 dataset).

The geometry in ORCA input format:
```
! wB97M-V def2-TZVPD RIJCOSX def2/J DEFGRID3
* xyz -1 2
Hg -0.25089 0.65067 -2.01432
C 2.49598 3.72568 1.67884
C 2.51556 2.48590 2.58006
C 3.45124 1.37570 2.10179
Sb 2.84576 0.34418 0.27113
C 2.30212 -1.48250 1.26567
C 2.74606 -2.71397 0.79122
C 2.33756 -3.89108 1.40323
C 1.46971 -3.84904 2.48627
C 1.01052 -2.62731 2.95581
C 1.42200 -1.45097 2.34414
C 4.88849 -0.33087 -0.04344
C 5.46767 -0.20539 -1.30441
C 6.74885 -0.68496 -1.55478
C 7.46696 -1.29976 -0.54038
C 6.90235 -1.42703 0.72346
C 5.62422 -0.94629 0.96740
Sb 1.42805 3.40140 -0.19215
C -1.86977 2.23943 1.80934
C -2.96240 3.17359 2.24914
C -4.02881 2.62194 3.09018
C -4.10424 1.30220 3.31382
C -3.06549 0.39511 2.86821
C -1.98068 0.83072 2.21789
C 0.26801 5.22437 -0.12990
C -0.04737 5.78568 -1.36580
C -0.81779 6.93866 -1.45065
C -1.28856 7.53954 -0.29323
C -0.98631 6.98547 0.94456
C -0.21193 5.83644 1.02641
H 3.51540 4.03342 1.42903
H 2.00172 4.54961 2.19284
H 1.49829 2.10816 2.68345
H 2.82975 2.79083 3.58551
H 4.44759 1.78044 1.90771
H 3.54089 0.60924 2.87357
H 3.41936 -2.75365 -0.05779
H 2.69088 -4.84440 1.02904
H 1.13976 -4.76818 2.95419
H 0.32331 -2.59104 3.79264
H 1.04261 -0.49860 2.70348
H 4.90844 0.26687 -2.10525
H 7.18345 -0.58484 -2.54220
H 8.46082 -1.68479 -0.73323
H 7.45905 -1.90998 1.51787
H 5.18748 -1.06612 1.95295
H -2.71930 4.22608 2.36434
H -4.74088 3.31168 3.52799
H -4.91779 0.89608 3.90228
H -3.15055 -0.65081 3.13721
H -1.16042 0.17524 1.94967
H 0.30231 5.30843 -2.27604
H -1.05258 7.36603 -2.41787
H -1.89774 8.43302 -0.35430
H -1.35774 7.45142 1.85014
H -0.01021 5.39391 1.99252
O -2.14164 -0.83224 -0.61681
Si -3.51087 -1.57970 -0.58563
C -5.09548 -0.54649 -0.28036
C -6.09589 -0.91833 0.62049
C -7.25039 -0.15754 0.77774
C -7.43031 0.99310 0.02262
C -6.44362 1.38462 -0.87372
C -5.29096 0.62447 -1.01705
C -3.60661 -2.95291 0.73662
C -2.95060 -2.75964 1.95526
C -3.01953 -3.69894 2.97619
C -3.74855 -4.86815 2.79550
C -4.39824 -5.08792 1.58801
C -4.32432 -4.13936 0.57396
C -3.94384 -2.41104 -2.25892
C -5.23905 -2.50983 -2.77250
C -5.48074 -3.04219 -4.03475
C -4.42311 -3.48931 -4.81497
C -3.12666 -3.40525 -4.32313
C -2.89554 -2.86856 -3.06290
H -5.97287 -1.82306 1.20764
H -8.00666 -0.45899 1.49484
H -8.33443 1.58141 0.13174
H -6.57514 2.28801 -1.45948
H -4.51761 0.94427 -1.70867
H -2.36762 -1.85297 2.09197
H -2.50966 -3.52031 3.91716
H -3.80752 -5.60356 3.58956
H -4.96819 -5.99857 1.43976
H -4.83520 -4.32573 -0.36605
H -6.07711 -2.15324 -2.18248
H -6.49527 -3.10029 -4.41374
H -4.60842 -3.89078 -5.80483
H -2.29572 -3.75307 -4.92729
H -1.87985 -2.77973 -2.68977
O -2.84742 2.72141 0.90155
N -0.56735 2.80205 1.69843
O 0.07693 2.16900 0.70171
*
```

Highest occupied orbital energy (spin up / spin down): -4.8 / -4.8 eV
E: -2943.200406 a.u.
LUMO level (spin up / spin down): 2.13 / 1.91 eV
⟨S²⟩: 0.75



# C5H4Cl2O

A single C5H4Cl2O molecule (the ωB97M-V functional and the def2-TZVPD basis, the OMol25 dataset).

The geometry in ORCA input format:
```
! wB97M-V def2-TZVPD RIJCOSX def2/J DEFGRID3
* xyz 0 1
O 1.34633 -1.02830 -0.12427
C 0.36729 -0.16743 -0.00277
C -0.15030 0.43307 1.36765
C 0.10485 -0.15804 2.60360
Cl -1.23862 -0.10350 3.77733
C -0.26147 0.44892 -1.29332
C 0.27415 -0.12437 -2.40618
Cl -0.12896 0.23911 -4.13776
H -1.23494 0.84050 1.00254
H 0.83187 -0.80774 2.78365
H -0.95044 1.30930 -1.18322
H 1.04024 -0.88152 -2.38724
*
```

Highest occupied orbital energy: -10.2 eV
Energy relative to the best compared isomer or geometry (same formula, charge and spin): 203.81 kJ/mol
E: -1188.432336 a.u.
LUMO level: -1.21 eV
SMILES string: O=C(/C=C/Cl)/C=C/Cl



# C4H10N2

2 unconnected molecules or ions with the total composition C4H10N2 (the ωB97M-V functional and the def2-TZVPD basis, the OMol25 dataset).

The geometry in ORCA input format:
```
! wB97M-V def2-TZVPD RIJCOSX def2/J DEFGRID3
* xyz 0 1
H 3.44428 0.61506 -1.21084
N 2.56072 0.50119 -0.72358
C 1.79949 1.26597 -1.49131
N 0.37562 1.25646 -1.42280
H 2.34627 1.96341 -2.20813
H -0.00152 0.40033 -0.91896
H -0.09105 2.09734 -0.96138
C -0.96660 0.00004 2.02181
C -1.72953 -0.87023 1.15418
C -1.07950 -1.68355 0.07684
H -1.52902 0.84075 2.58356
H 0.12004 -0.03051 2.08884
H -2.70454 -0.83139 1.48838
H -1.58111 -1.36831 -0.85520
H -0.98433 -2.77945 0.29011
H 0.02077 -1.37710 0.08848
*
```

Highest occupied orbital energy: -9.2 eV
Energy relative to the best compared isomer or geometry (same formula, charge and spin): 266.34 kJ/mol
E: -267.823886 a.u.
LUMO level: 1.06 eV
SMILES string: [H]/N=C/N.C=CC